116
Properties=species:S:1:pos:R:3:forces:R:3:lowdin_charge:R:1 method="wB97M-V/def2-TZVPD" e_lumo_ev=0.17 e_above_lowest_kcal_mol=50.8 orbital_gap_ev=6.9
Rb -0.2214 0.3676 -0.8864 0.17 0.65 0.17 0.571
S 2.7061 -3.9610 0.0925 0.02 -0.09 0.14 0.568
S -0.0549 0.5811 3.0334 0.29 0.23 -0.57 0.184
S -3.3976 0.0927 3.7763 0.28 -0.12 -0.07 0.158
P -1.4966 0.2402 4.3482 -0.44 -0.35 -0.31 -0.025
N 2.7549 -2.2760 2.1662 -0.22 -0.54 -0.80 0.024
N -1.4012 -2.4850 -3.5033 -0.84 0.62 -0.26 0.058
N -2.3155 -0.5593 -2.5111 -0.28 -2.95 -1.94 -0.072
N 2.6822 -0.0814 -1.7178 0.67 0.26 -0.47 0.068
N 0.3783 1.5654 -4.2579 1.13 0.77 -0.02 0.141
N 4.7994 -2.7411 1.1938 -0.50 -0.79 -0.68 -0.016
N 1.7460 2.9129 -2.1668 -0.90 1.37 0.22 -0.166
N -1.8346 3.0023 0.1988 0.80 0.92 0.46 0.074
N -3.3299 -1.5030 -4.4685 -0.14 0.06 -0.66 -0.044
N -0.7124 -2.2182 -0.0880 -0.74 -1.50 0.62 0.072
C -2.3102 2.1434 7.8212 -0.67 -0.34 0.83 -0.099
C 4.6888 -0.8698 2.6657 -0.66 0.30 -0.06 -0.161
C -1.4379 1.4426 5.6787 0.14 0.95 0.29 -0.408
C 0.3284 -1.2648 5.7637 -0.04 0.08 -0.07 -0.124
C 3.2918 -1.3289 3.1094 0.73 0.09 0.83 -0.185
C -1.6719 3.3712 7.7206 0.43 -0.45 -0.80 -0.096
C 3.0232 -1.3017 -2.1699 -0.17 -0.39 0.41 -0.147
C -0.8931 3.6129 6.5729 0.00 0.61 0.48 -0.085
C -1.4207 -3.5978 -4.4584 0.39 0.49 0.52 -0.182
C 5.5245 -2.0657 2.2498 0.62 0.67 -0.62 -0.188
C -1.9414 -3.0401 -5.7724 -0.37 -1.06 0.53 -0.173
C -4.4630 -0.5518 -4.4118 0.20 -0.91 0.64 -0.150
C -3.4508 0.3194 -2.3730 0.52 0.86 0.42 -0.268
C -1.2747 -3.4854 5.9448 1.58 -0.64 0.97 -0.082
C -2.3210 2.9025 1.4474 -1.08 -0.18 0.38 -0.159
C 0.1093 0.6682 -5.1992 -1.04 -1.03 0.84 -0.141
C -1.6911 5.1423 2.0581 -0.89 0.02 0.78 -0.068
C -2.8253 -4.0413 1.9317 -0.28 -0.19 -0.34 -0.077
C 3.0123 2.3580 -1.7526 -0.31 -0.15 1.23 -0.165
C 1.2376 3.9182 -1.1948 -0.92 -1.72 0.85 -0.161
C 4.4200 -0.4561 -3.8941 0.07 0.60 0.80 -0.058
C 3.4436 -2.9138 1.1858 0.02 0.07 1.27 -0.848
C 0.8314 -2.3931 6.3828 0.40 0.97 0.18 -0.102
C 1.9748 2.4833 -5.8186 -0.35 -0.45 0.74 -0.035
C -1.1384 -3.1547 0.4447 1.47 1.80 -0.91 -0.233
C -2.3989 -1.4884 -3.4741 1.11 0.96 1.95 -0.372
C -2.3154 3.9240 2.4229 0.62 0.47 -0.64 -0.050
C -2.1423 1.1788 6.8499 -0.30 0.05 -0.37 -0.106
C -1.5534 -4.3500 1.1218 -0.76 -0.63 -0.41 -0.215
C -0.8242 2.6826 5.5238 -0.34 0.34 0.80 -0.115
C -4.0319 0.7290 -3.7324 -0.74 0.83 0.54 -0.167
C 0.0471 -3.5184 6.4629 -0.71 -1.22 0.10 -0.086
C -0.2955 4.1507 -1.3334 -1.30 0.94 -1.13 -0.132
C 4.1624 0.8264 -3.3863 -0.93 -1.06 0.43 -0.019
C 0.7268 0.5669 -6.4171 0.30 -0.45 -0.69 -0.075
C -1.7483 -2.3343 5.3893 -1.25 -0.15 -0.55 -0.146
C 1.6439 1.5413 -6.7647 0.39 0.20 -0.81 -0.073
C 1.3787 2.4182 -4.5386 -0.20 -0.21 -1.45 -0.264
C -3.3240 -2.5105 -5.5484 -0.69 0.68 0.98 -0.156
C 3.2668 0.9872 -2.3016 1.08 -0.95 -1.15 -0.262
C 1.8185 3.4335 -3.5379 0.51 0.04 0.39 -0.131
C -1.1984 4.1574 -0.1080 1.23 -0.31 1.42 -0.287
C -1.1291 5.2436 0.7962 -0.07 -0.66 -0.83 -0.046
C 3.8911 -1.5566 -3.2303 -0.24 0.64 -0.42 -0.054
C -0.9510 -1.2338 5.2609 0.08 0.45 -0.37 -0.412
H 2.9731 2.2585 -0.6483 0.13 0.02 -0.54 0.131
H -5.2548 -1.0344 -3.7966 0.16 0.37 -0.43 0.133
H -2.7650 -2.2845 5.0055 0.07 0.01 0.04 0.063
H 3.3501 -1.7897 4.1262 0.03 0.18 -0.62 0.127
H -3.1975 -4.9395 2.4389 0.21 0.26 0.04 0.078
H -1.7998 4.0809 8.5260 0.20 0.24 -0.15 0.093
H 1.1880 4.3250 -3.7337 0.27 -0.30 0.65 0.143
H 4.6186 1.6592 -3.8777 0.13 0.56 -0.01 0.100
H -0.8779 -2.6129 -2.6433 -0.36 0.28 -0.13 0.101
H 0.4538 -4.4349 6.9291 -0.41 0.56 -0.29 0.105
H -2.6749 0.2441 6.9243 -0.03 -0.21 0.12 0.100
H 1.6857 4.8875 -1.3030 0.77 0.51 0.05 0.108
H -2.9992 1.9143 8.6632 0.71 0.28 -0.54 0.113
H 6.4662 -1.6883 1.7845 -0.47 -0.42 0.55 0.128
H 5.1463 -0.2828 3.4484 0.23 -0.09 0.42 0.109
H 1.8152 -2.2459 6.8297 -0.12 -0.75 -0.07 0.105
H -2.5953 -3.2396 2.6445 -0.25 -0.26 -0.07 0.063
H -4.0536 -3.3019 -5.2793 0.41 0.07 -0.32 0.134
H 3.8240 3.0517 -1.9922 0.36 -0.12 -0.08 0.124
H -4.8505 -0.4115 -5.4161 0.06 0.05 -0.16 0.113
H 2.8913 3.7165 -3.7672 -0.99 -0.03 0.08 0.132
H 5.2750 -3.4265 0.6069 -0.21 0.52 0.27 0.119
H 2.6332 -2.1694 -1.6131 -0.06 0.63 -0.27 0.016
H -0.6596 -0.0636 -4.9080 0.29 0.29 -0.19 0.093
H 5.1036 -0.5397 -4.7263 -0.04 -0.22 -0.14 0.103
H 5.7617 -2.7408 3.0839 -0.06 0.17 -0.07 0.123
H 4.0925 -2.5695 -3.5706 -0.05 0.16 0.26 0.107
H -0.3366 4.5668 6.5230 -0.43 -0.57 -0.21 0.102
H -1.9225 -4.3400 6.0148 -0.03 -0.34 0.07 0.094
H 0.5557 -0.3023 -7.0511 -0.24 0.36 0.01 0.104
H -0.7474 -4.6816 1.7680 0.20 -0.09 0.02 0.115
H 2.1096 1.5906 -7.7678 -0.29 -0.24 0.73 0.119
H -1.6793 -5.0944 0.2967 -0.13 0.23 0.87 0.133
H 0.9251 -0.3867 5.6382 0.46 0.39 0.08 0.086
H -0.3696 2.9479 4.5800 0.33 -0.13 0.03 0.063
H -0.3980 5.1776 -1.7970 -0.15 -1.13 0.10 0.122
H -4.2481 -0.1126 -1.7123 0.48 0.18 -0.57 0.128
H -2.0400 -4.4511 -4.0861 0.47 0.43 -0.37 0.127
H -0.3630 -3.8792 -4.5701 -0.44 -0.41 0.02 0.121
H -3.6701 -2.0234 -6.4534 -0.24 0.13 -0.14 0.116
H -3.0218 1.1686 -1.8005 -0.75 0.03 -0.40 0.083
H -2.8266 1.9460 1.6748 0.40 0.58 0.02 0.058
H 1.4606 3.4979 -0.1807 -0.17 0.54 -0.72 0.133
H 4.6179 -0.1693 1.8200 -0.15 -0.36 0.01 0.121
H -2.0275 -3.8240 -6.5209 0.32 -0.06 -0.17 0.118
H -0.7724 3.3916 -1.9887 0.62 0.45 -0.06 0.106
H -3.3306 1.3262 -4.3544 -0.19 -0.51 0.45 0.121
H -0.6218 6.1349 0.4408 -0.05 0.05 0.26 0.106
H -1.2715 -2.2597 -6.0948 0.20 0.31 -0.31 0.103
H -1.7063 6.0349 2.7423 0.14 -1.13 -0.67 0.120
H -4.9277 1.3705 -3.5443 0.56 -0.43 -0.31 0.122
H 2.5813 -0.5079 3.1945 0.07 0.17 -0.03 0.059
H -2.7636 3.7800 3.4244 0.33 -0.06 -0.84 0.112
H 1.7588 -2.4564 2.2562 0.34 0.02 -0.47 0.123
H -3.6240 -3.6953 1.2552 0.30 -0.02 0.31 0.086
H 2.7378 3.2064 -6.0390 0.15 0.33 0.08 0.107

116
Properties=species:S:1:pos:R:3:forces:R:3:lowdin_charge:R:1 method="wB97M-V/def2-TZVPD" total_charge=-2 e_lumo_ev=3.58 e_above_lowest_kcal_mol=19.5 orbital_gap_ev=4.9
Sn -0.0958 0.3876 0.0476 -0.20 0.34 -0.18 1.377
Br 0.8702 1.9031 3.7493 -0.04 0.01 0.02 0.737
F -6.9857 -1.9100 -0.6070 0.00 -0.01 0.02 0.040
O -0.9228 2.1429 -4.5125 0.06 -0.03 0.08 -0.043
O -0.3886 1.5768 -2.3986 -0.08 0.02 0.04 -0.161
O 2.2768 0.8238 1.3086 0.14 -0.11 0.13 -0.273
O -0.4232 4.5844 -1.1610 -0.04 -0.06 -0.10 0.040
O -2.3103 -0.2683 -1.1831 -0.02 0.03 0.13 -0.051
O 0.2794 -1.4213 -0.9426 0.32 -0.25 0.13 -0.433
N -7.1766 3.3462 2.9461 0.00 -0.01 0.00 0.097
N -1.0456 -1.2843 1.7760 0.05 0.00 -0.03 0.116
N -1.9334 -3.4239 2.2810 0.01 0.03 -0.04 -0.176
N 0.2987 -2.8800 2.7820 -0.02 0.04 -0.24 -0.152
N -3.7852 -0.6740 -4.9013 -0.03 0.10 -0.03 0.007
C -2.2325 -3.9929 3.5830 -0.01 -0.03 -0.02 -0.082
C -6.1653 2.9312 2.5779 -0.04 0.01 0.02 -0.226
C 5.9842 0.4220 0.4317 0.00 -0.04 -0.01 -0.056
C 3.4694 3.0277 3.9368 -0.08 0.03 0.04 -0.119
C -0.9065 -2.4629 2.2390 -0.02 -0.04 0.14 -0.438
C -5.1445 -2.1656 -6.3006 0.04 -0.02 0.00 -0.159
C -3.1221 -3.1002 1.5167 -0.01 -0.03 -0.05 -0.077
C -4.1126 1.6432 2.9698 0.01 0.02 -0.05 -0.074
C -2.7982 -0.1636 -2.2994 0.06 -0.09 0.00 -0.296
C -6.3403 -1.7886 -5.4420 -0.04 0.01 0.01 -0.137
C 5.1601 2.7777 2.2985 0.00 0.05 0.02 -0.027
C -4.1433 -0.7549 -2.5368 0.05 -0.01 0.01 -0.030
C 2.0459 -2.9936 -1.3002 0.04 -0.02 -0.02 -0.043
C 3.0352 1.6286 1.9258 0.06 -0.11 -0.14 -0.446
C -4.0778 -1.0785 -6.2828 0.00 0.02 0.01 -0.327
C -2.4037 1.3710 1.2068 -0.07 -0.06 -0.07 -0.207
C -2.8150 -1.5807 -6.9754 0.02 0.00 -0.01 -0.046
C 0.0140 3.6182 -0.7728 0.08 0.25 0.21 -0.010
C 1.3629 -1.8782 2.7588 0.01 -0.02 0.04 -0.067
C 5.6762 2.7029 -0.5477 0.06 -0.02 -0.02 -0.071
C 0.6093 -2.5679 -1.6292 -0.19 0.10 -0.10 -0.751
C -4.9087 2.4156 2.1227 0.01 0.02 -0.02 -0.283
C -3.2434 2.1690 0.4050 0.01 0.02 -0.09 -0.155
C 4.7692 3.3066 3.5324 0.04 -0.02 -0.02 -0.211
C 4.9576 1.5274 0.1405 0.01 0.03 0.03 -0.528
C 5.1114 4.6652 5.6436 -0.01 0.00 0.03 -0.083
C 2.6489 2.2404 3.1568 0.10 0.04 0.00 -0.572
C -0.3682 -3.6903 -1.2435 0.01 -0.03 0.01 -0.039
C -6.6520 -1.8702 -2.9322 -0.04 -0.01 0.00 0.030
C 5.7522 4.1265 4.3642 -0.01 0.00 -0.01 -0.568
C -4.4582 2.6867 0.8261 0.02 -0.03 0.05 -0.067
C -2.7305 0.1680 -4.6682 0.03 0.02 -0.03 0.004
C -4.9475 -1.0518 -1.4315 -0.03 -0.05 -0.06 0.074
C -2.2221 0.4911 -3.4600 -0.09 0.05 0.09 -0.017
C -6.1777 -1.6045 -1.6529 0.01 0.00 0.00 -0.264
C 4.3567 2.0050 1.4771 -0.04 0.00 0.00 -0.090
C -4.5987 -1.0163 -3.8306 -0.02 -0.02 0.03 -0.091
C 6.2657 5.3267 3.5554 0.00 0.02 0.00 -0.061
C 0.7750 -4.2174 2.4631 -0.05 -0.01 0.11 -0.081
C -5.8762 -1.5707 -4.0305 0.08 0.03 0.01 -0.154
C 6.9501 3.2511 4.7639 0.01 0.00 0.00 -0.062
C -2.8990 1.1521 2.5052 0.06 0.03 0.09 -0.173
C 3.9560 0.9770 -0.8847 -0.04 0.05 0.02 -0.061
C -1.0595 1.5094 -3.4478 -0.07 -0.17 -0.23 -0.646
C 0.5000 -2.3033 -3.1379 -0.03 -0.02 -0.06 -0.041
H -7.1113 -2.5607 -5.4738 0.01 -0.01 0.00 0.113
H -0.1679 -4.6251 -1.7801 0.00 0.00 0.00 0.071
H -4.5774 -0.8308 -0.4378 0.00 0.02 -0.01 0.131
H -3.7136 -4.0083 1.3851 -0.01 0.00 0.03 0.086
H -1.3882 -3.3655 -1.4657 0.01 0.01 -0.02 0.073
H 4.7849 3.8561 6.3001 0.00 -0.01 -0.01 0.081
H 6.4582 0.0825 -0.4957 0.00 0.00 0.00 0.074
H 5.0048 3.5585 -0.6372 -0.01 0.00 -0.02 0.090
H 1.0313 -0.9527 3.2221 -0.02 -0.02 -0.02 0.038
H 5.4901 -0.4340 0.8962 0.00 0.00 0.00 0.086
H -0.5124 -1.9652 -3.3735 -0.01 -0.02 0.01 0.067
H -7.6414 -2.2957 -3.0510 0.00 0.00 -0.01 0.121
H 4.2437 5.2893 5.4220 0.01 0.01 -0.01 0.083
H 3.0701 3.4187 4.8635 0.00 -0.01 0.00 0.079
H -1.3213 -4.0789 4.1689 -0.01 -0.01 0.01 0.076
H -4.7038 -3.0921 -5.9186 -0.01 -0.01 -0.01 0.130
H 5.8366 5.2735 6.1919 0.00 0.00 0.00 0.074
H -6.7911 -0.8680 -5.8303 -0.01 -0.01 -0.01 0.125
H 0.7271 -3.1953 -3.7342 0.01 0.00 0.00 0.069
H -2.8422 -2.7268 0.5316 0.02 -0.01 0.01 0.077
H -4.4595 -0.2017 -6.8230 -0.02 -0.02 -0.01 0.151
H 2.7395 -2.2057 -1.6005 -0.02 0.02 -0.01 0.074
H 6.1691 2.9905 1.9573 -0.01 0.00 0.02 0.090
H -2.9435 -3.3652 4.1391 0.01 0.00 0.01 0.088
H -3.0741 -2.0052 -7.9477 0.00 0.01 0.00 0.077
H 7.4875 2.8996 3.8814 -0.01 -0.01 0.00 0.073
H -5.4343 -2.3422 -7.3382 -0.01 0.01 0.00 0.115
H -2.6743 -4.9862 3.4657 -0.01 0.01 0.00 0.080
H -5.0695 3.2932 0.1659 0.00 0.01 0.00 0.101
H 2.2123 -2.2787 3.3153 0.00 0.02 0.02 0.087
H 6.5688 3.0268 -0.0078 -0.02 0.01 -0.01 0.061
H -0.0580 -4.9059 2.3478 0.00 0.00 0.00 0.073
H 5.4371 5.9824 3.2809 0.00 0.00 0.00 0.087
H 1.4206 -4.5745 3.2699 0.00 0.01 0.00 0.081
H 4.5076 0.7409 -1.8025 -0.02 0.00 0.01 0.076
H -2.3035 0.5714 3.2107 0.00 -0.02 -0.03 0.066
H 2.3281 -3.9246 -1.8055 -0.01 0.00 -0.01 0.072
H -2.9383 2.3973 -0.6163 0.01 -0.02 0.00 0.081
H -0.3068 -3.8828 -0.1695 0.00 0.00 -0.01 0.055
H -2.3434 -2.3553 -6.3681 -0.01 -0.01 -0.01 0.094
H 3.4508 0.0854 -0.5299 -0.01 -0.03 0.02 0.062
H 6.6098 2.3731 5.3162 -0.01 0.01 0.01 0.085
H -2.0047 -1.0413 1.5493 0.00 0.02 0.06 0.013
H 6.7517 5.0055 2.6333 0.00 -0.01 0.00 0.070
H 2.1535 -3.1330 -0.2241 -0.01 0.00 0.05 0.054
H 7.6526 3.8096 5.3928 0.01 0.01 -0.01 0.072
H 1.3542 -4.2261 1.5349 0.03 0.01 -0.04 0.070
H -4.4515 1.4389 3.9806 0.00 0.01 0.00 0.098
H 3.1799 1.7023 -1.1333 -0.01 0.01 0.04 0.093
H -2.2658 0.6239 -5.5333 0.01 -0.02 0.01 0.128
H 6.9903 5.9057 4.1386 0.00 0.00 0.00 0.072
H -2.0847 -0.7905 -7.1361 0.00 0.00 0.01 0.074
H 1.6806 -1.6326 1.7421 0.02 -0.02 -0.01 0.066
H -3.7515 -2.3465 2.0123 0.00 0.01 0.00 0.093
H 6.7647 0.7746 1.1113 -0.01 0.01 0.00 0.070
H 5.9888 2.4075 -1.5533 0.02 -0.01 0.01 0.073
H 1.1853 -1.5015 -3.4185 0.00 0.01 0.02 0.085

no.,highest occupied orbital energy (eV)
1,-6.72
2,-1.36